Record 1
Molecular formula: CHBrN4
Method: DFT, ωB97M-V with the def2-TZVPD basis set

Values from the calculation:
HOMO (spin up / spin down)   -0.32488 / -0.32487 Ha

Atoms and positions in Å:
C1 -0.938 -0.381 -0.044
N1 -1.141 0.932 0.060
N2 0.322 -0.758 0.062
N3 -0.744 2.003 -0.029
N4 1.309 0.040 0.118
Br1 2.868 -0.798 0.000
H1 -1.677 -1.038 -0.167

Atoms 1-2, force components in eV/Å:
C 1.654 2.486 0.999
N 1.340 3.012 -1.265

Atomic partial charges in e from the natural (NBO) method, atoms 1 to 6: number 1, C, carries -0.092; number 2, N, carries 0.047; number 3, N, carries -0.163; number 4, N, carries 0.125; number 5, N, carries -0.358; number 6, Br, carries 0.225

=====

Record 2
Molecular formula: CHBrNO2
Method: DFT, ωB97M-V with the def2-TZVPD basis set

Values from the calculation:
HOMO   -0.16978 Ha
Charge   -1

Atoms and positions in Å:
C1 1.540 -0.309 -0.210
N1 0.561 -0.122 0.661
O1 2.612 -0.595 -0.970
O2 -0.417 0.675 0.697
Br1 -2.937 0.062 -0.319
H1 -1.359 0.288 0.142

Atoms 1-2, force components in eV/Å:
C 0.809 0.099 -0.647
N 8.817 -4.039 -4.715

Now the natural (NBO) charges, all in e: number 1, C, carries 0.708; number 2, N, carries -0.201; number 3, O, carries -0.638; number 4, O, carries -0.576; number 5, Br, carries -0.672; number 6, H, carries 0.379

=====

Record 3
Molecular formula: CHBrNO2
Method: DFT, ωB97M-V with the def2-TZVPD basis set

Values from the calculation:
HOMO   -0.17411 Ha
Charge   -1

Atoms and positions in Å:
C1 -0.699 -0.153 0.041
N1 0.582 -0.456 -0.409
O1 0.663 -1.702 -0.015
O2 1.388 0.002 -1.203
Br1 -1.179 2.478 0.516
H1 -0.755 -0.170 1.070

Atoms 1-2, force components in eV/Å:
C 0.263 1.364 -2.293
N 0.442 -2.507 -0.054

Now the natural (NBO) charges, all in e: number 1, C, carries 0.017; number 2, N, carries 0.371; number 3, O, carries -0.494; number 4, O, carries -0.387; number 5, Br, carries -0.668; number 6, H, carries 0.161

=====

Record 4
Molecular formula: CHCl2NO2
Method: DFT, ωB97M-V with the def2-TZVPD basis set

Values from the calculation:
HOMO   -0.39363 Ha

Atoms and positions in Å:
O1 -1.028 -1.077 1.149
C1 -0.335 -0.850 0.216
O2 0.888 -1.413 0.147
N1 1.712 -0.697 -1.158
Cl1 2.242 -1.961 -2.093
Cl2 2.882 0.225 -0.307
H1 -0.397 -0.212 -0.667

Atoms 1-2, force components in eV/Å:
O -0.739 0.100 0.028
C 1.320 0.109 -0.406

Atomic partial charges in e from the natural (NBO) method, atoms 1 to 6: number 1, O, carries -0.526; number 2, C, carries 0.627; number 3, O, carries -0.397; number 4, N, carries -0.271; number 5, Cl, carries 0.247; number 6, Cl, carries 0.201

=====

Record 5
Molecular formula: CHCl2NO2
Method: DFT, ωB97M-V with the def2-TZVPD basis set

Values from the calculation:
Multiplicity   3
HOMO (spin up / spin down)   -0.33648 / -0.41579 Ha
⟨S²⟩   2.008

Atoms and positions in Å:
C1 -0.205 -0.188 -0.561
N1 -0.320 0.035 0.867
O1 -1.094 0.906 1.181
O2 0.320 -0.667 1.603
Cl1 0.305 -1.682 -1.068
Cl2 1.845 1.182 -0.835
H1 -0.850 0.414 -1.187

Atoms 1-2, force components in eV/Å:
C -1.613 -0.139 0.739
N -0.201 -0.723 -1.671

Atomic partial charges in e from the natural (NBO) method, atoms 1 to 6: number 1, C, carries -0.136; number 2, N, carries 0.461; number 3, O, carries -0.381; number 4, O, carries -0.379; number 5, Cl, carries 0.139; number 6, Cl, carries 0.066

=====

Record 6
Molecular formula: CHCl2OP
Method: DFT, ωB97M-V with the def2-TZVPD basis set

Values from the calculation:
Multiplicity   3
HOMO (spin up / spin down)   -0.29731 / -0.38637 Ha
⟨S²⟩   2.017

Atoms and positions in Å:
C1 0.528 -0.438 0.236
O1 -0.541 1.962 0.273
P1 0.070 1.151 -0.760
Cl1 -1.634 -0.599 -0.834
Cl2 1.745 -1.455 -0.062
H1 -0.168 -0.621 1.147

Atoms 1-2, force components in eV/Å:
C -1.511 1.114 2.627
O -0.473 1.895 1.030

Now the natural (NBO) charges, all in e: number 1, C, carries -0.594; number 2, O, carries -0.850; number 3, P, carries 1.454; number 4, Cl, carries -0.434; number 5, Cl, carries 0.153; number 6, H, carries 0.270

=====

Please write out number 6 again, unchanged.
Molecular formula: CHCl2OP
Method: DFT, ωB97M-V with the def2-TZVPD basis set

Values from the calculation:
Multiplicity   3
HOMO (spin up / spin down)   -0.29731 / -0.38637 Ha
⟨S²⟩   2.017

Atoms and positions in Å:
C1 0.528 -0.438 0.236
O1 -0.541 1.962 0.273
P1 0.070 1.151 -0.760
Cl1 -1.634 -0.599 -0.834
Cl2 1.745 -1.455 -0.062
H1 -0.168 -0.621 1.147

Atoms 1-2, force components in eV/Å:
C -1.511 1.114 2.627
O -0.473 1.895 1.030

Now the natural (NBO) charges, all in e: number 1, C, carries -0.594; number 2, O, carries -0.850; number 3, P, carries 1.454; number 4, Cl, carries -0.434; number 5, Cl, carries 0.153; number 6, H, carries 0.270